C72H48O48 | ωB97M-V with the def2-TZVPD basis set

Structure (SMILES): O=C1C=C(O)C(=O)C=C1O.O=C1C=C(O)C(=O)C=C1O.O=C1C=C(O)C(=O)C=C1O.O=C1C=C(O)C(=O)C=C1O.O=C1C=C(O)C(=O)C=C1O.O=C1C=C(O)C(=O)C=C1O.O=C1C=C(O)C(=O)C=C1O.O=C1C=C(O)C(=O)C=C1O.O=C1C=C(O)C(=O)C=C1O.O=C1C=C(O)C(=O)C=C1O.O=C1C=C(O)C(=O)C=C1O.O=C1C=C(O)C(=O)C=C1O
Molecular weight (g mol⁻¹): 1681.13
Gap between HOMO and LUMO (eV): 7.37
LUMO (eV): -2.023

Each atom is followed by the atoms it is bonded to, with distances in Å.
CARTESIAN COORDINATES (ANGSTROEM)
1 O 17.585 13.835 23.674  C2 1.216
2 C 17.935 14.371 22.640  O1 1.216, C3 1.501, C9 1.465
3 C 17.164 15.467 21.966  C2 1.501, C4 1.314, H11 1.085
4 C 17.450 15.822 20.733  C3 1.314, O5 1.358, C6 1.465
5 O 16.613 16.545 19.946  C4 1.358, H12 1.005
6 C 18.775 15.539 20.174  C4 1.465, O7 1.226, C8 1.504
7 O 19.004 15.809 18.999  C6 1.226
8 C 19.708 14.685 20.988  C6 1.504, C9 1.337, H13 1.081
9 C 19.251 14.056 22.076  C2 1.465, C8 1.337, O10 1.379
10 O 19.998 13.100 22.731  C9 1.379, H14 0.974
11 H 16.235 15.694 22.480  C3 1.085
12 H 17.133 16.462 19.090  O5 1.005
13 H 20.663 14.493 20.521  C8 1.081
14 H 19.384 12.877 23.455  O10 0.974
15 O 13.979 12.359 26.871  C16 1.241
16 C 13.723 12.962 25.817  O15 1.241, C17 1.405, C23 1.471
17 C 12.724 13.950 25.817  C16 1.405, C18 1.308, H25 1.068
18 C 12.442 14.678 24.767  C17 1.308, O19 1.348, C20 1.489
19 O 11.367 15.478 24.619  C18 1.348, H26 0.997
20 C 13.366 14.547 23.606  C18 1.489, O21 1.229, C22 1.448
21 O 13.203 15.301 22.650  C20 1.229
22 C 14.372 13.506 23.591  C20 1.448, C23 1.313, H27 1.077
23 C 14.476 12.659 24.590  C16 1.471, C22 1.313, O24 1.385
24 O 15.345 11.588 24.718  C23 1.385, H28 0.977
25 H 12.086 13.803 26.660  C17 1.068
26 H 11.487 15.923 23.735  O19 0.997
27 H 14.855 13.451 22.629  C22 1.077
28 H 15.101 11.210 25.586  O24 0.977
29 O 16.548 12.102 19.577  C30 1.223
30 C 15.726 11.427 20.180  O29 1.223, C31 1.456, C37 1.537
31 C 14.379 11.196 19.678  C30 1.456, C32 1.334, H39 1.106
32 C 13.518 10.348 20.241  C31 1.334, O33 1.365, C34 1.526
33 O 12.256 10.093 19.787  C32 1.365, H40 0.988
34 C 13.916 9.712 21.570  C32 1.526, O35 1.229, C36 1.422
35 O 13.135 8.961 22.150  C34 1.229
36 C 15.196 9.999 22.120  C34 1.422, C37 1.333, H41 1.080
37 C 16.113 10.740 21.499  C30 1.537, C36 1.333, O38 1.410
38 O 17.422 10.946 21.981  C37 1.410, H42 1.005
39 H 14.043 11.709 18.756  C31 1.106
40 H 11.795 9.623 20.523  O33 0.988
41 H 15.439 9.551 23.073  C36 1.080
42 H 17.830 11.473 21.229  O38 1.005
43 O 17.502 11.556 16.639  C44 1.247
44 C 17.913 12.571 16.042  O43 1.247, C45 1.495, C51 1.503
45 C 18.879 12.423 14.910  C44 1.495, C46 1.359, H53 1.075
46 C 19.353 13.516 14.259  C45 1.359, O47 1.339, C48 1.519
47 O 20.062 13.476 13.123  C46 1.339, H54 0.967
48 C 18.881 14.880 14.734  C46 1.519, O49 1.220, C50 1.396
49 O 19.259 15.847 14.093  C48 1.220
50 C 18.113 14.981 15.894  C48 1.396, C51 1.345, H55 1.077
51 C 17.658 13.938 16.612  C44 1.503, C50 1.345, O52 1.349
52 O 16.964 13.956 17.769  C51 1.349, H56 0.981
53 H 19.045 11.396 14.638  C45 1.075
54 H 20.216 14.369 12.785  O47 0.967
55 H 17.977 16.004 16.198  C50 1.077
56 H 16.726 13.049 18.059  O52 0.981
57 O 13.435 19.645 13.753  C58 1.263
58 C 13.458 20.316 12.684  O57 1.263, C59 1.468, C65 1.556
59 C 12.726 21.588 12.679  C58 1.468, C60 1.353, H67 1.099
60 C 12.665 22.432 11.623  C59 1.353, O61 1.351, C62 1.468
61 O 12.080 23.645 11.729  C60 1.351, H68 0.988
62 C 13.450 22.114 10.424  C60 1.468, O63 1.244, C64 1.500
63 O 13.352 22.888 9.455  C62 1.244
64 C 14.228 20.832 10.370  C62 1.500, C65 1.360, H69 1.069
65 C 14.120 19.888 11.342  C58 1.556, C64 1.360, O66 1.382
66 O 14.626 18.602 11.301  C65 1.382, H70 0.982
67 H 12.278 21.850 13.648  C59 1.099
68 H 12.251 24.141 10.892  O61 0.988
69 H 14.846 20.691 9.509  C64 1.069
70 H 15.266 18.399 10.584  O66 0.982
71 O 14.104 16.145 15.428  C72 1.246
72 C 13.742 16.317 16.608  O71 1.246, C73 1.532, C79 1.467
73 C 14.088 15.275 17.677  C72 1.532, C74 1.357, H81 1.104
74 C 13.764 15.463 18.981  C73 1.357, O75 1.323, C76 1.450
75 O 14.116 14.650 19.964  C74 1.323, H82 0.968
76 C 12.977 16.642 19.285  C74 1.450, O77 1.248, C78 1.460
77 O 12.540 16.728 20.451  C76 1.248
78 C 12.648 17.632 18.264  C76 1.460, C79 1.355, H83 1.078
79 C 13.035 17.551 16.968  C72 1.467, C78 1.355, O80 1.331
80 O 12.707 18.374 15.974  C79 1.331, H84 0.988
81 H 14.667 14.446 17.234  C73 1.104
82 H 13.704 15.041 20.748  O75 0.968
83 H 12.106 18.449 18.710  C78 1.078
84 H 13.254 18.138 15.186  O80 0.988
85 O 8.717 22.260 16.720  C86 1.238
86 C 8.996 21.585 15.720  O85 1.238, C87 1.545, C93 1.465
87 C 8.430 22.013 14.348  C86 1.545, C88 1.364, H95 1.075
88 C 8.699 21.268 13.239  C87 1.364, O89 1.373, C90 1.473
89 O 8.382 21.609 11.947  C88 1.373, H96 0.983
90 C 9.592 20.106 13.391  C88 1.473, O91 1.234, C92 1.458
91 O 10.039 19.558 12.379  C90 1.234
92 C 10.145 19.755 14.693  C90 1.458, C93 1.337, H97 1.081
93 C 9.858 20.405 15.826  C86 1.465, C92 1.337, O94 1.351
94 O 10.149 20.040 17.094  C93 1.351, H98 0.974
95 H 7.871 22.931 14.363  C87 1.075
96 H 8.831 20.904 11.430  O89 0.983
97 H 10.742 18.854 14.723  C92 1.081
98 H 9.774 20.756 17.637  O94 0.974
99 O 12.559 11.996 16.903  C100 1.257
100 C 11.328 11.744 16.925  O99 1.257, C101 1.491, C107 1.441
101 C 10.747 10.588 16.183  C100 1.491, C102 1.348, H109 1.072
102 C 9.416 10.379 16.187  C101 1.348, O103 1.403, C104 1.456
103 O 8.797 9.327 15.497  C102 1.403, H110 0.969
104 C 8.528 11.235 16.962  C102 1.456, O105 1.232, C106 1.471
105 O 7.338 10.941 17.095  C104 1.232
106 C 9.096 12.423 17.616  C104 1.471, C107 1.355, H111 1.093
107 C 10.436 12.630 17.630  C100 1.441, C106 1.355, O108 1.383
108 O 11.048 13.666 18.311  C107 1.383, H112 0.969
109 H 11.498 9.913 15.822  C101 1.072
110 H 7.846 9.319 15.686  O103 0.969
111 H 8.402 13.099 18.123  C106 1.093
112 H 11.994 13.798 18.150  O108 0.969
113 O 12.207 26.554 19.880  C114 1.239
114 C 11.813 25.382 19.791  O113 1.239, C115 1.466, C121 1.500
115 C 12.524 24.326 19.064  C114 1.466, C116 1.357, H123 1.084
116 C 12.106 23.036 19.022  C115 1.357, O117 1.385, C118 1.513
117 O 12.742 22.040 18.298  C116 1.385, H124 0.970
118 C 10.776 22.674 19.645  C116 1.513, O119 1.232, C120 1.423
119 O 10.404 21.522 19.413  C118 1.232
120 C 10.088 23.656 20.412  C118 1.423, C121 1.347, H125 1.103
121 C 10.583 24.905 20.505  C114 1.500, C120 1.347, O122 1.363
122 O 10.043 25.847 21.328  C121 1.363, H126 0.982
123 H 13.333 24.671 18.430  C115 1.084
124 H 12.273 21.200 18.428  O117 0.970
125 H 9.180 23.386 20.978  C120 1.103
126 H 10.462 26.716 21.150  O122 0.982
127 O 12.553 14.013 14.445  C128 1.248
128 C 13.025 12.918 14.078  O127 1.248, C129 1.430, C135 1.516
129 C 12.249 11.984 13.324  C128 1.430, C130 1.344, H137 1.096
130 C 12.727 10.792 12.929  C129 1.344, O131 1.315, C132 1.477
131 O 12.115 9.962 12.113  C130 1.315, H138 0.977
132 C 14.090 10.420 13.360  C130 1.477, O133 1.211, C134 1.439
133 O 14.568 9.387 12.945  C132 1.211
134 C 14.864 11.344 14.147  C132 1.439, C135 1.342, H139 1.077
135 C 14.454 12.584 14.459  C128 1.516, C134 1.342, O136 1.368
136 O 15.143 13.589 15.080  C135 1.368, H140 0.966
137 H 11.272 12.384 13.032  C129 1.096
138 H 12.670 9.164 12.023  O131 0.977
139 H 15.747 10.873 14.544  C134 1.077
140 H 14.585 14.378 15.092  O136 0.966
141 O 7.298 20.059 24.306  C142 1.232
142 C 8.394 19.908 23.763  O141 1.232, C143 1.513, C149 1.468
143 C 9.067 18.595 23.427  C142 1.513, C144 1.325, H151 1.084
144 C 10.252 18.477 22.846  C143 1.325, O145 1.367, C146 1.473
145 O 10.822 17.257 22.614  C144 1.367, H152 0.963
146 C 11.049 19.676 22.535  C144 1.473, O147 1.236, C148 1.482
147 O 12.170 19.634 22.016  C146 1.236
148 C 10.394 20.977 22.812  C146 1.482, C149 1.354, H153 1.093
149 C 9.171 21.094 23.380  C142 1.468, C148 1.354, O150 1.332
150 O 8.611 22.274 23.640  C149 1.332, H154 0.983
151 H 8.506 17.670 23.510  C143 1.084
152 H 11.633 17.330 22.099  O145 0.963
153 H 10.901 21.891 22.493  C148 1.093
154 H 7.725 22.062 24.008  O150 0.983
155 O 11.731 11.608 23.486  C156 1.223
156 C 10.809 12.378 23.256  O155 1.223, C157 1.438, C163 1.492
157 C 9.690 12.439 24.158  C156 1.438, C158 1.337, H165 1.077
158 C 8.739 13.376 24.098  C157 1.337, O159 1.343, C160 1.495
159 O 7.573 13.318 24.763  C158 1.343, H166 0.966
160 C 8.822 14.385 22.998  C158 1.495, O161 1.204, C162 1.475
161 O 8.019 15.279 22.926  C160 1.204
162 C 9.914 14.297 22.011  C160 1.475, C163 1.363, H167 1.086
163 C 10.888 13.351 22.129  C156 1.492, C162 1.363, O164 1.355
164 O 11.915 13.125 21.274  C163 1.355, H168 0.981
165 H 9.718 11.650 24.891  C157 1.077
166 H 7.014 14.077 24.553  O159 0.966
167 H 9.954 15.156 21.347  C162 1.086
168 H 12.496 12.420 21.631  O164 0.981


BrH2PS | ωB97M-V with the def2-TZVPD basis set

Structure (SMILES): PSBr
Molecular weight (g mol⁻¹): 144.96
Gap between HOMO and LUMO (eV): 8.29
LUMO (eV): -0.784

Each atom is followed by the atoms it is bonded to, with distances in Å.
CARTESIAN COORDINATES (ANGSTROEM)
1 P -1.167 0.509 -0.256  S2 2.184, H4 1.385, H5 1.565
2 S 0.956 1.002 -0.113  P1 2.184, Br3 2.215
3 Br 2.208 -0.823 -0.195  S2 2.215
4 H -0.845 -0.767 -0.685  P1 1.385
5 H -1.153 0.079 1.249  P1 1.565


CH9O4 | ωB97M-V with the def2-TZVPD basis set

Molecular weight (g mol⁻¹): 85.08
Charge: -1
Gap between HOMO and LUMO (eV): 9.03
LUMO (eV): 4.088

Each atom is followed by the atoms it is bonded to, with distances in Å.
CARTESIAN COORDINATES (ANGSTROEM)
1 C 0.651 0.008 -2.257  O2 1.397, H3 1.098, H4 1.095, H5 1.104
2 O -0.240 -0.439 -1.278  C1 1.397, H12 1.094
3 H 1.376 0.691 -1.794  C1 1.098
4 H 0.129 0.540 -3.059  C1 1.095
5 H 1.189 -0.824 -2.745  C1 1.104
6 H 0.353 0.816 2.523  O8 0.962
7 H 0.300 -0.613 1.729  O8 1.073
8 O 0.104 -0.104 2.653  H6 0.962, H7 1.073
9 H -0.936 1.230 -0.536  O11 0.970
10 H -1.016 1.890 0.844  O11 0.953
11 O -1.290 1.999 -0.062  H9 0.970, H10 0.953
12 H 0.204 -1.016 -0.461  O2 1.094
13 H 1.505 -1.462 0.978  O14 0.959
14 O 0.596 -1.594 0.701  H13 0.959


- LUMO of number 2 (BrH2PS)?
  -0.784 eV


- Among the records above, which one has the lowest LUMO?
  C72H48O48


- Number 2 is which compound?
  BrH2PS


Please write out number 2 again, unchanged.
BrH2PS | ωB97M-V with the def2-TZVPD basis set

Structure (SMILES): PSBr
Molecular weight (g mol⁻¹): 144.96
Gap between HOMO and LUMO (eV): 8.29
LUMO (eV): -0.784

Each atom is followed by the atoms it is bonded to, with distances in Å.
CARTESIAN COORDINATES (ANGSTROEM)
1 P -1.167 0.509 -0.256  S2 2.184, H4 1.385, H5 1.565
2 S 0.956 1.002 -0.113  P1 2.184, Br3 2.215
3 Br 2.208 -0.823 -0.195  S2 2.215
4 H -0.845 -0.767 -0.685  P1 1.385
5 H -1.153 0.079 1.249  P1 1.565